# 1
{
  "formula": "C18H31AsN2ReS6",
  "method": "ωB97M-V with the def2-TZVPD basis set",
  "elements": ["Re", "C", "C", "S", "C", "C", "S", "C", "C", "S", "H", "H", "H", "H", "H", "H", "H", "H", "H", "H", "H", "H", "S", "C", "C", "C", "C", "C", "C", "S", "H", "H", "H", "H", "S", "C", "N", "C", "C", "N", "H", "H", "H", "H", "H", "H", "C", "As", "C", "C", "H", "H", "H", "H", "H", "H", "H", "H", "H"],
  "positions_angstrom": [[-1.082, -0.663, 0.828], [1.425, -2.589, -0.335], [2.158, -1.937, 0.818], [1.310, -0.446, 1.455], [1.297, -0.810, 3.236], [0.447, -1.995, 3.647], [-1.229, -1.918, 2.924], [-1.447, -3.626, 2.348], [-0.442, -4.036, 1.284], [-0.356, -2.837, -0.093], [1.501, -1.965, -1.229], [1.862, -3.563, -0.562], [2.294, -2.620, 1.655], [3.136, -1.604, 0.471], [2.330, -0.947, 3.559], [0.943, 0.110, 3.704], [0.909, -2.933, 3.342], [0.335, -2.026, 4.730], [-1.394, -4.294, 3.207], [-2.468, -3.658, 1.964], [0.559, -4.157, 1.694], [-0.736, -4.993, 0.854], [-3.270, -0.971, 0.362], [-3.545, -0.468, -1.266], [-4.786, -0.658, -1.891], [-4.971, -0.190, -3.170], [-3.941, 0.485, -3.841], [-2.725, 0.690, -3.231], [-2.517, 0.199, -1.934], [-1.019, 0.482, -1.110], [-5.578, -1.170, -1.361], [-5.921, -0.330, -3.667], [-4.114, 0.847, -4.844], [-1.924, 1.217, -3.732], [2.620, 0.730, -1.542], [3.638, 1.450, -2.673], [4.227, 2.639, -2.528], [5.106, 2.978, -3.642], [4.874, 1.803, -4.618], [3.981, 0.935, -3.856], [4.147, 3.158, -1.673], [6.145, 3.035, -3.314], [4.826, 3.933, -4.083], [5.801, 1.289, -4.866], [4.400, 2.133, -5.543], [3.639, 0.041, -4.157], [0.072, 2.727, 2.056], [-1.439, 1.520, 2.134], [-2.900, 2.559, 1.417], [-1.869, 1.349, 4.010], [-0.219, 3.679, 2.499], [0.360, 2.872, 1.015], [0.925, 2.327, 2.602], [-2.981, 3.494, 1.971], [-3.825, 1.994, 1.509], [-2.703, 2.770, 0.367], [-1.945, 2.343, 4.450], [-1.102, 0.785, 4.537], [-2.822, 0.833, 4.114]],
  "mulliken_charge": [0.16, -0.68, -0.93, 0.09, -0.91, -0.78, 0.00, -0.84, -0.71, 0.05, 0.26, 0.54, 0.59, 0.60, 0.57, 0.25, 0.48, 0.59, 0.50, 0.41, 0.40, 0.56, -0.22, 0.63, -0.74, -0.57, -0.59, -0.73, 0.48, -0.01, 0.48, 0.41, 0.41, 0.49, -0.32, -0.10, -0.08, -0.39, -0.40, -0.10, 0.18, 0.27, 0.27, 0.28, 0.27, 0.16, -1.08, 0.48, -1.03, -1.12, 0.46, 0.34, 0.37, 0.46, 0.36, 0.33, 0.46, 0.31, 0.38],
  "relative_energy_kj_mol": 0.0,
  "charge": 2,
  "homo_lumo_gap_ev": [5.3, 5.6],
  "e_homo_ha": [-0.4720, -0.4725],
  "multiplicity": 2
}



# 2
{
  "formula": "C34H60Br16FIN2O2P",
  "method": "ωB97M-V with the def2-TZVPD basis set",
  "elements": ["C", "C", "C", "C", "C", "C", "C", "C", "C", "C", "F", "C", "C", "C", "C", "Br", "C", "C", "Br", "C", "C", "C", "N", "N", "P", "O", "O", "C", "I", "H", "H", "H", "H", "H", "H", "H", "H", "H", "H", "H", "H", "H", "H", "H", "H", "H", "H", "H", "H", "H", "H", "H", "H", "H", "H", "H", "H", "H", "H", "H", "H", "Br", "C", "C", "Br", "H", "H", "H", "H", "Br", "C", "C", "Br", "H", "H", "H", "H", "Br", "C", "C", "Br", "H", "H", "H", "H", "Br", "C", "C", "Br", "H", "H", "H", "H", "Br", "C", "C", "Br", "H", "H", "H", "H", "Br", "C", "C", "Br", "H", "H", "H", "H", "Br", "C", "C", "Br", "H", "H", "H", "H"],
  "positions_angstrom": [[3.108, -0.227, 2.247], [2.765, -1.283, 1.066], [2.039, -2.605, 1.632], [0.987, -3.260, 0.619], [0.119, -4.469, 1.264], [-0.948, -5.099, 0.229], [-2.378, -4.370, 0.233], [-2.259, -2.914, -0.391], [-2.218, -1.569, 0.437], [-2.286, -1.716, 2.032], [-1.500, -0.767, 2.763], [-3.802, -1.869, 2.630], [-4.926, -2.038, 1.516], [-2.145, -0.197, -0.341], [-2.100, 1.192, 0.442], [-0.274, 1.619, 1.191], [-3.293, 1.447, 1.471], [-2.986, 2.886, 2.186], [-5.017, 1.695, 0.493], [-2.068, -0.239, -1.916], [-1.990, 1.107, -2.807], [-0.450, 1.544, -2.788], [0.405, 0.997, -1.954], [-2.053, -1.515, -2.642], [-1.895, -1.666, -4.432], [-3.415, -1.386, -5.169], [-0.676, -0.636, -5.040], [-2.166, -2.804, -1.954], [-2.199, -4.677, -3.132], [2.749, -0.575, 3.271], [4.244, -0.030, 2.244], [2.600, 0.780, 2.029], [3.739, -1.507, 0.515], [2.056, -0.767, 0.334], [1.483, -2.290, 2.585], [2.863, -3.338, 1.934], [0.349, -2.430, 0.167], [1.572, -3.729, -0.265], [0.889, -5.313, 1.459], [-0.323, -4.216, 2.288], [-1.089, -6.201, 0.558], [-0.428, -5.141, -0.784], [-2.735, -4.370, 1.333], [-3.139, -5.051, -0.311], [-1.804, -2.740, 2.272], [-3.855, -2.776, 3.342], [-4.103, -0.963, 3.269], [-5.049, -1.115, 0.855], [-5.931, -2.155, 2.079], [-4.788, -2.981, 0.896], [-2.229, 2.017, -0.358], [-3.394, 0.705, 2.319], [-2.395, 3.594, 1.521], [-2.449, 2.663, 3.185], [-3.999, 3.325, 2.472], [-2.623, 1.960, -2.349], [-2.395, 0.979, -3.863], [-0.067, 2.361, -3.498], [1.326, 1.445, -2.092], [-4.041, -1.960, -4.651], [-1.011, -0.067, -5.775], [3.689, 3.122, -1.561], [4.377, 1.660, -0.469], [5.695, 1.154, -1.000], [5.439, 0.034, -2.576], [3.602, 0.894, -0.437], [4.502, 2.086, 0.528], [6.181, 0.507, -0.268], [6.381, 1.951, -1.285], [4.362, 6.585, -4.126], [3.834, 8.014, -2.909], [3.364, 7.461, -1.588], [1.562, 6.732, -1.726], [3.077, 8.607, -3.422], [4.733, 8.619, -2.774], [3.292, 8.255, -0.843], [4.001, 6.664, -1.203], [-3.084, -6.466, 3.392], [-2.377, -5.204, 4.698], [-3.107, -5.310, 6.013], [-4.852, -4.448, 5.923], [-2.440, -4.212, 4.249], [-1.327, -5.477, 4.817], [-2.567, -4.777, 6.797], [-3.276, -6.339, 6.330], [-7.964, -4.787, -1.417], [-7.837, -2.854, -1.630], [-6.680, -2.478, -2.522], [-4.980, -2.623, -1.575], [-7.766, -2.428, -0.629], [-8.784, -2.554, -2.081], [-6.750, -1.430, -2.821], [-6.602, -3.101, -3.414], [5.192, 5.484, 1.805], [6.671, 5.863, 0.593], [6.942, 4.694, -0.321], [7.894, 3.271, 0.614], [7.527, 6.134, 1.211], [6.352, 6.734, 0.019], [7.603, 4.989, -1.137], [6.036, 4.250, -0.737], [1.565, 10.922, -0.981], [2.916, 12.326, -0.974], [4.191, 11.863, -1.635], [5.212, 10.689, -0.459], [3.054, 12.630, 0.063], [2.472, 13.151, -1.533], [4.851, 12.709, -1.833], [4.022, 11.316, -2.562], [1.733, -7.519, -1.381], [1.666, -8.810, 0.078], [0.330, -9.508, 0.131], [-1.039, -8.356, 0.906], [1.905, -8.268, 0.994], [2.464, -9.523, -0.136], [0.376, -10.377, 0.789], [-0.034, -9.819, -0.849]],
  "mulliken_charge": [-0.88, 0.44, -1.00, 0.23, -0.48, 1.27, -0.88, 0.88, 2.07, 1.69, -0.38, -0.22, -0.63, 0.13, -1.51, 0.03, 0.42, -1.07, -0.12, -0.18, -1.18, -0.15, -0.18, 0.95, -0.06, -0.48, -0.39, -1.55, 0.20, 0.39, 0.23, 0.08, 0.36, -0.35, 0.30, 0.31, -0.37, 0.36, 0.38, -0.07, -1.35, 0.31, -0.16, 0.38, -1.39, -0.26, 0.57, 0.01, 0.44, 0.03, 0.43, -0.05, 0.28, 0.29, 0.43, 0.46, 0.44, 0.47, 0.01, 0.36, 0.35, -0.07, 0.21, -0.67, -0.18, -0.28, 0.31, 0.39, 0.34, -0.16, -0.46, -0.03, -0.15, 0.40, 0.25, 0.23, -0.09, -0.07, -0.23, -0.63, -0.16, -0.14, 0.47, 0.40, 0.39, -0.14, -0.63, -0.83, 0.34, 0.32, 0.42, 0.43, 0.40, -0.14, -0.55, 0.04, -0.14, 0.44, 0.24, 0.46, -0.34, -0.13, -0.57, -0.56, -0.15, 0.38, 0.35, 0.38, 0.32, -0.13, -0.58, -0.65, -0.11, 0.36, 0.37, 0.34, 0.37],
  "charge": 1,
  "homo_lumo_gap_ev": 7.3,
  "e_homo_ha": -0.4134,
  "multiplicity": 1
}



# 3
{
  "formula": "C45H46F10N3O2PSTeW",
  "method": "ωB97M-V with the def2-TZVPD basis set",
  "elements": ["W", "C", "N", "C", "C", "N", "C", "C", "F", "C", "F", "C", "F", "C", "F", "C", "F", "C", "C", "N", "C", "C", "F", "C", "F", "C", "F", "C", "F", "C", "F", "H", "H", "H", "H", "H", "H", "H", "H", "H", "H", "H", "O", "C", "O", "C", "C", "C", "C", "C", "C", "S", "H", "H", "H", "H", "C", "C", "C", "P", "C", "C", "C", "C", "C", "C", "H", "H", "H", "H", "H", "H", "H", "H", "H", "H", "H", "H", "H", "H", "H", "H", "H", "H", "H", "H", "H", "Te", "C", "C", "C", "C", "C", "C", "C", "C", "C", "C", "C", "C", "H", "H", "H", "H", "H", "H", "H", "H", "H", "H"],
  "positions_angstrom": [[-0.334, 0.175, -0.643], [2.247, -1.007, 1.019], [1.333, -1.387, -0.081], [2.114, -1.516, -1.316], [2.536, -0.111, -1.729], [1.632, 0.878, -1.092], [2.358, 2.063, -0.927], [2.932, 2.729, -2.013], [2.657, 2.316, -3.277], [3.842, 3.766, -1.877], [4.346, 4.362, -2.964], [4.255, 4.159, -0.618], [5.149, 5.144, -0.469], [3.739, 3.508, 0.487], [4.183, 3.839, 1.714], [2.790, 2.509, 0.331], [2.324, 1.919, 1.452], [0.656, -2.646, 0.263], [-0.267, -2.281, 1.385], [-1.037, -1.039, 1.096], [-1.879, -0.905, 2.219], [-1.390, -1.089, 3.528], [-0.061, -1.167, 3.761], [-2.159, -1.070, 4.677], [-1.567, -1.223, 5.869], [-3.512, -0.814, 4.607], [-4.272, -0.776, 5.704], [-4.049, -0.609, 3.354], [-5.366, -0.406, 3.223], [-3.260, -0.670, 2.211], [-3.949, -0.566, 1.071], [2.888, -1.860, 1.262], [1.689, -0.708, 1.902], [2.866, -0.176, 0.715], [1.482, -1.987, -2.064], [2.985, -2.160, -1.147], [2.545, -0.041, -2.819], [3.561, 0.088, -1.400], [1.384, -3.397, 0.590], [0.160, -3.028, -0.620], [0.362, -2.171, 2.270], [-0.948, -3.109, 1.605], [-1.365, -3.445, -2.403], [-1.703, -2.353, -1.976], [-0.785, -1.471, -1.670], [-3.138, -1.960, -1.903], [-4.060, -2.967, -2.207], [-5.412, -2.706, -2.277], [-5.858, -1.406, -2.053], [-4.961, -0.408, -1.743], [-3.587, -0.665, -1.646], [-2.635, 0.759, -1.227], [-3.671, -3.957, -2.403], [-6.110, -3.498, -2.511], [-6.914, -1.173, -2.109], [-5.313, 0.596, -1.545], [0.763, 5.250, -0.127], [0.104, 4.572, 1.084], [1.025, 4.661, 2.301], [-0.812, 2.981, 0.627], [-2.152, 3.740, -0.434], [-1.596, 4.130, -1.818], [-3.044, 4.872, 0.081], [-1.569, 2.548, 2.257], [-0.550, 1.757, 3.080], [-2.153, 3.650, 3.149], [1.505, 5.974, 0.220], [0.041, 5.794, -0.734], [1.275, 4.543, -0.784], [-0.759, 5.184, 1.355], [2.004, 4.243, 2.138], [0.620, 4.209, 3.192], [1.165, 5.723, 2.520], [-2.823, 2.900, -0.587], [-1.535, 5.214, -1.922], [-2.267, 3.762, -2.599], [-0.600, 3.733, -2.021], [-2.490, 5.767, 0.369], [-3.681, 4.569, 0.904], [-3.709, 5.163, -0.736], [-2.385, 1.874, 1.976], [0.261, 2.377, 3.439], [-0.116, 0.934, 2.517], [-1.048, 1.358, 3.956], [-1.369, 4.265, 3.591], [-2.684, 3.173, 3.977], [-2.850, 4.311, 2.657], [-0.221, 1.241, -3.374], [0.820, -0.089, -4.646], [1.627, 0.458, -5.639], [2.277, -0.372, -6.542], [2.119, -1.749, -6.457], [1.308, -2.294, -5.472], [0.655, -1.469, -4.565], [-2.029, 1.014, -4.437], [-2.648, -0.224, -4.567], [-3.823, -0.341, -5.292], [-4.381, 0.780, -5.895], [-3.758, 2.013, -5.778], [-2.578, 2.130, -5.053], [1.755, 1.531, -5.709], [2.904, 0.059, -7.312], [2.625, -2.397, -7.162], [1.173, -3.366, -5.403], [0.027, -1.914, -3.802], [-2.219, -1.106, -4.105], [-4.302, -1.307, -5.382], [-5.300, 0.688, -6.460], [-4.186, 2.887, -6.252], [-2.096, 3.097, -4.968]],
  "mulliken_charge": [0.66, -0.90, 0.52, -0.90, -0.85, 1.02, -0.18, -0.26, -0.12, 0.05, -0.34, 0.63, -0.34, 0.17, -0.41, -0.03, -0.43, -1.49, -0.98, 1.01, -0.31, 0.42, -0.43, 0.22, -0.34, 0.69, -0.33, 0.12, -0.34, -0.97, -0.11, 0.20, 0.05, 0.38, -0.27, 0.71, 0.66, 0.68, 0.50, 0.04, 0.69, 0.67, -0.78, 0.04, 1.97, -0.58, -1.00, -0.84, -0.82, -1.62, 1.69, 0.07, 0.49, 0.41, 0.46, 0.53, -1.76, 1.07, -1.86, 0.41, 1.37, -1.66, -1.81, 1.08, -1.00, -1.63, 0.47, 0.21, 0.31, 0.67, 0.03, 0.36, 0.59, -0.11, 0.43, 0.41, -0.01, 0.30, 0.36, 0.50, -0.08, 0.30, -0.30, 0.43, 0.25, 0.53, 0.23, 0.56, 0.44, -0.63, -0.73, -0.62, -0.89, 0.01, 0.67, -0.28, -0.83, -0.72, -0.76, -0.60, 0.42, 0.44, 0.40, 0.51, 0.33, 0.70, 0.48, 0.41, 0.43, 0.44],
  "relative_energy_kj_mol": 113.9,
  "charge": 0,
  "homo_lumo_gap_ev": [7.3, 7.0],
  "e_homo_ha": [-0.2670, -0.2766],
  "multiplicity": 3
}